The following is a DFT calculation (wB97M-V/def2-TZVPD) of a structure of composition C44H66As2Br4GeMnN5O4PSe at a distorted geometry.

E_LUMO (alpha / beta): 0.4620 / 0.4638 eV
Max |F|: 0.0288 hartree/bohr
Multiplicity: 2
Charge: 0
Highest occupied orbital energy (alpha / beta): -6.35 / -6.42 eV
E: -23029.330002 Ha
Orbital gap (alpha / beta): 6.808 / 6.886 eV

CARTESIAN COORDINATES (ANGSTROEM)
Mn (-0.27915, 0.20561, -0.33726)
C (3.78656, -1.45427, -0.43469)
As (2.41821, -0.12479, -0.00723)
C (2.81174, -0.04046, 1.91993)
C (3.34709, 1.50135, -0.60780)
C (4.62751, 1.48314, -1.15616)
C (5.23308, 2.65353, -1.59090)
C (4.56430, 3.86344, -1.47439)
C (3.28714, 3.89159, -0.93367)
C (2.66686, 2.71947, -0.51017)
As (0.84475, 2.68569, 0.21344)
C (0.12207, 4.35755, -0.46989)
C (1.29559, 3.33633, 2.00782)
H (4.70086, -1.23768, 0.11786)
H (3.99367, -1.47884, -1.50347)
H (3.40727, -2.42809, -0.13189)
H (3.67915, 0.58924, 2.11630)
H (3.01549, -1.05476, 2.26620)
H (1.93573, 0.32853, 2.45030)
H (5.16683, 0.54941, -1.25390)
H (6.22734, 2.61951, -2.01801)
H (5.03310, 4.78132, -1.80610)
H (2.76765, 4.83953, -0.85962)
H (0.72467, 5.20460, -0.14351)
H (-0.88995, 4.46411, -0.08042)
H (0.05622, 4.32955, -1.55418)
H (1.96621, 4.19059, 1.91753)
H (1.78034, 2.55169, 2.58388)
H (0.38172, 3.63957, 2.51996)
Br (-6.16604, -0.17371, 2.09601)
C (-4.81564, 0.30773, 0.86036)
C (-4.84142, 1.54113, 0.23657)
Br (-6.31475, 2.70885, 0.44188)
C (-3.75137, 1.92150, -0.55241)
Br (-3.67214, 3.62733, -1.37950)
C (-2.62504, 1.11949, -0.75026)
O (-1.54239, 1.48710, -1.36846)
C (-2.70358, -0.24217, -0.25578)
O (-1.77444, -1.08579, -0.66192)
C (-3.75966, -0.57464, 0.58318)
Br (-3.77768, -2.34469, 1.25467)
C (-3.30416, 1.19369, 5.48988)
N (-2.41165, 1.59453, 4.41731)
N (-1.62588, 0.62762, 3.80936)
C (-1.31706, 1.05245, 2.51653)
O (-0.50638, 0.43007, 1.80070)
C (-1.98444, 2.29892, 2.35014)
C (-2.67095, 2.55538, 3.50162)
C (-3.62823, 3.64905, 3.81074)
C (-0.68701, -0.06630, 4.62417)
C (-0.39377, -1.38996, 4.34732)
C (0.56609, -2.03481, 5.11466)
C (1.20810, -1.37436, 6.15186)
C (0.89255, -0.05207, 6.42826)
C (-0.05080, 0.60866, 5.65901)
H (-2.85288, 0.35971, 6.02058)
H (-4.27700, 0.88607, 5.09983)
H (-3.42547, 2.02308, 6.18374)
H (-1.95945, 2.91112, 1.46839)
H (-3.68935, 4.33315, 2.96921)
H (-3.31924, 4.20018, 4.70058)
H (-4.62641, 3.24304, 3.98575)
H (-0.91891, -1.89520, 3.54630)
H (0.80167, -3.06704, 4.91061)
H (1.94900, -1.89135, 6.74703)
H (1.38832, 0.47174, 7.23468)
H (-0.29085, 1.64729, 5.84798)
C (-0.02322, -5.87158, 3.64608)
Ge (0.73234, -5.68292, 1.85276)
C (2.26740, -6.87824, 1.64521)
C (-0.65923, -6.13832, 0.56277)
C (1.37716, -3.83852, 1.56963)
Se (0.02086, -2.65626, 0.76988)
C (0.13945, -3.35329, -1.04594)
H (-0.47566, -6.85787, 3.75330)
H (-0.80110, -5.12478, 3.80907)
H (0.73722, -5.76252, 4.41967)
H (1.99586, -7.91397, 1.84960)
H (3.07054, -6.59352, 2.32570)
H (2.64707, -6.81968, 0.62440)
H (-1.13767, -7.07786, 0.83948)
H (-0.25190, -6.24268, -0.44248)
H (-1.41271, -5.35045, 0.54986)
H (2.26606, -3.85250, 0.93798)
H (1.66716, -3.37701, 2.51386)
H (-0.83369, -3.73452, -1.34427)
H (0.88105, -4.14935, -1.07055)
H (0.42752, -2.53513, -1.70559)
O (0.49088, -0.12460, -2.30206)
P (0.24671, -0.01101, -3.76537)
N (-1.31762, -0.12820, -4.21117)
C (-2.15141, -1.26891, -3.78119)
C (-3.37134, -1.19244, -4.70001)
C (-3.45643, 0.29330, -5.04397)
C (-1.99274, 0.67892, -5.22645)
N (0.83412, 1.41424, -4.33121)
C (1.28458, 1.67476, -5.69896)
C (1.63749, 3.16066, -5.67189)
C (0.61506, 3.73365, -4.69205)
C (0.55196, 2.66599, -3.60309)
N (1.04532, -1.22775, -4.54091)
C (0.70763, -1.74091, -5.86803)
C (1.71588, -2.86884, -6.05107)
C (2.97605, -2.28970, -5.40833)
C (2.43908, -1.53905, -4.18556)
H (-2.41178, -1.15856, -2.73003)
H (-1.60587, -2.21179, -3.88572)
H (-4.26855, -1.56825, -4.21015)
H (-3.21110, -1.77638, -5.61034)
H (-3.87723, 0.84830, -4.20307)
H (-4.05262, 0.49898, -5.93257)
H (-1.81734, 1.74217, -5.05698)
H (-1.65566, 0.43061, -6.24240)
H (0.49696, 1.48275, -6.43778)
H (2.14341, 1.04937, -5.95380)
H (1.59558, 3.61302, -6.66196)
H (2.64578, 3.29267, -5.27267)
H (-0.35683, 3.83858, -5.18008)
H (0.90375, 4.70773, -4.29706)
H (-0.41165, 2.61510, -3.09215)
H (1.33018, 2.83219, -2.85290)
H (0.83868, -0.98600, -6.65404)
H (-0.32797, -2.08198, -5.89713)
H (1.84983, -3.14874, -7.09502)
H (1.38323, -3.74794, -5.49507)
H (3.45672, -1.59312, -6.09886)
H (3.70635, -3.05062, -5.13631)
H (3.00806, -0.62891, -3.97272)
H (2.45890, -2.16124, -3.28677)

Force components x, y, z for each atom (eV/Å):
0.98 0.89 -0.66
-0.04 -0.03 -0.11
0.05 0.07 0.31
0.03 -0.01 -0.03
-0.04 -0.05 -0.01
0.00 -0.02 0.00
-0.01 0.01 0.01
0.00 -0.02 0.00
-0.01 -0.02 -0.03
-0.04 0.09 0.02
0.35 -0.16 -0.15
-0.07 0.02 0.03
-0.08 0.05 0.03
0.01 -0.03 -0.03
-0.01 0.01 0.00
-0.01 0.00 0.01
0.00 -0.02 0.02
-0.02 -0.01 -0.01
0.00 0.00 -0.01
0.00 0.00 0.01
0.01 0.00 0.00
0.00 0.00 -0.01
0.00 0.00 0.01
-0.01 0.01 -0.01
-0.01 0.00 -0.02
0.00 0.00 -0.01
0.00 0.00 0.03
0.02 -0.02 0.00
0.04 -0.01 -0.01
0.02 -0.01 -0.01
-0.06 0.08 -0.02
0.02 -0.05 0.10
0.06 0.02 0.09
0.26 0.27 -0.22
0.03 0.06 0.00
-0.66 -0.31 0.07
0.00 -0.18 0.56
-0.53 0.07 -0.32
0.25 0.34 0.69
-0.04 -0.21 0.00
0.06 -0.01 0.04
-0.11 -0.06 -0.09
0.24 0.12 0.15
-0.14 -0.10 -0.16
0.34 0.00 -0.01
-0.48 -0.21 -0.05
-0.22 -0.11 -0.12
-0.08 0.05 -0.10
-0.02 0.00 -0.03
0.09 0.02 -0.01
-0.02 -0.05 -0.01
-0.02 0.02 -0.02
-0.01 -0.01 0.00
0.01 0.01 0.00
0.02 0.02 0.01
0.01 0.02 0.02
0.00 -0.03 0.01
-0.02 0.00 -0.01
-0.11 0.00 -0.15
0.00 0.02 -0.02
-0.02 0.00 -0.01
-0.01 0.00 -0.01
0.02 0.00 -0.04
0.02 -0.16 -0.05
0.00 -0.01 0.00
0.01 0.00 0.01
0.00 0.00 0.00
-0.01 0.05 0.02
0.01 0.06 0.00
0.02 -0.04 0.01
0.02 0.01 -0.04
-0.07 -0.04 -0.16
0.14 -0.30 0.30
-0.08 0.12 -0.04
-0.01 -0.01 0.01
-0.02 0.02 0.02
0.02 0.02 0.01
0.00 -0.01 0.00
0.02 -0.01 0.01
0.02 -0.01 -0.01
0.01 -0.02 0.02
-0.01 -0.02 -0.01
-0.03 -0.01 -0.01
0.02 0.01 -0.01
-0.02 -0.01 0.09
0.01 0.00 0.00
0.01 0.01 0.00
0.00 -0.03 0.01
0.03 -0.19 0.19
-0.14 0.08 0.14
0.07 -0.23 -0.22
-0.04 0.03 0.01
0.00 0.00 0.03
-0.01 0.01 0.00
-0.02 0.12 0.09
-0.09 0.06 -0.02
0.06 -0.04 0.00
-0.01 -0.02 0.00
0.03 0.02 0.03
0.00 -0.01 -0.03
0.12 0.12 -0.05
-0.05 -0.04 0.02
-0.01 0.00 0.02
0.01 -0.01 0.02
-0.05 -0.04 0.01
0.01 -0.01 -0.01
0.00 -0.02 -0.01
0.00 -0.01 -0.02
0.01 -0.01 0.00
0.01 0.02 0.01
-0.01 0.01 0.01
0.00 0.01 0.00
0.00 -0.01 0.00
-0.01 0.01 0.00
-0.01 -0.01 -0.01
0.01 0.01 0.00
0.01 0.00 -0.01
-0.01 0.00 0.00
-0.02 0.01 -0.01
0.00 0.00 0.01
0.00 0.00 0.01
-0.01 0.01 -0.01
0.00 0.00 0.00
0.01 0.00 0.00
-0.01 -0.01 -0.01
0.00 0.01 0.00
0.02 0.01 -0.01
0.02 0.00 0.01
0.01 -0.01 0.00